# 1
This record from the OMol25 dataset describes 11 unconnected molecules or ions with the total composition C27H48Cl6F2O24 at a distorted geometry. The level of theory is ωB97M-V/def2-TZVPD.

Results
Molar mass   1007.371 g/mol
E   -158487.3475 eV
Net charge   0

```
107
Properties=species:S:1:pos:R:3:forces:R:3:mulliken_charge:R:1
O -1.535526 -4.171037 -3.336513 0.0 0.5 -0.2 -0.51
C -2.500020 -4.401658 -2.690573 0.0 -0.7 0.3 0.51
O -2.894273 -3.730223 -1.585235 0.0 0.4 0.0 0.00
C -4.151236 -4.247275 -1.137614 -0.3 -0.7 -0.7 -0.38
C -4.079204 -5.651652 -1.731543 0.7 0.1 1.0 0.22
F -5.273240 -6.216040 -1.972068 -0.1 0.1 -0.4 -0.30
O -3.304515 -5.483993 -2.898039 -0.3 0.3 -0.2 -0.35
H -4.220362 -4.316788 -0.057452 0.3 0.4 0.1 0.33
H -4.966625 -3.661633 -1.562840 0.0 0.1 0.1 0.15
H -3.488742 -6.292417 -1.064413 -0.4 -0.3 -0.1 0.27
O 0.641587 -0.324211 2.527416 0.1 -0.1 0.5 -0.59
C 0.208939 -0.346790 1.433985 0.1 0.4 -1.2 0.19
O -0.603907 -1.271813 0.908599 -0.3 -1.2 0.4 0.61
C -0.562735 -1.207967 -0.513535 0.0 0.9 -0.4 -0.29
C -0.277217 0.288759 -0.670066 -0.2 -0.6 -0.3 0.90
F -1.475994 0.970509 -0.553747 0.2 0.1 -0.1 -0.16
O 0.510283 0.572206 0.448769 0.0 0.1 0.2 -0.39
H 0.220049 -1.846025 -0.933975 0.2 0.1 0.2 0.13
H -1.488530 -1.503985 -0.997555 -0.3 0.0 0.5 0.00
H 0.192864 0.602795 -1.595785 0.2 0.2 0.2 -0.21
C 2.908766 -2.143076 8.739904 -0.5 0.1 0.3 -0.66
O 1.862984 -1.242467 8.330391 0.4 -0.1 0.1 -0.34
C 2.084094 -0.656348 7.150391 -0.3 -0.1 -0.1 0.85
O 3.072985 -0.787979 6.479271 0.2 0.0 -0.1 -0.59
O 1.021232 0.071476 6.858254 -0.6 0.7 0.1 -0.35
C 1.083645 0.818217 5.623482 1.0 -1.0 -0.1 -0.33
H 3.896085 -1.699502 8.650770 0.0 0.0 -0.2 0.32
H 2.822311 -3.061660 8.162234 0.2 0.0 0.0 0.26
H 2.705583 -2.338622 9.790416 0.0 -0.1 0.0 0.23
H 0.327760 1.591544 5.596579 -0.1 -0.1 0.4 0.22
H 0.948309 0.101791 4.816530 -0.1 0.2 -0.1 0.07
H 2.096615 1.213859 5.541277 -0.2 0.3 -0.1 0.40
C 1.344403 4.161556 -4.918252 0.0 -0.8 0.0 -0.48
O 1.079776 4.787279 -3.658374 -0.1 0.4 -0.2 -0.41
C 0.982892 3.981167 -2.611268 1.2 -0.3 0.0 0.70
O 0.945925 2.774375 -2.659661 -0.5 0.1 0.3 -0.41
O 1.091776 4.713318 -1.511274 -0.6 0.4 -0.1 -0.39
C 0.690550 4.096847 -0.288558 -0.2 -0.6 0.0 -0.35
H 2.415754 3.969644 -5.015085 0.0 0.2 0.0 0.14
H 0.988103 4.813186 -5.706925 0.0 0.2 0.1 0.30
H 0.843030 3.194534 -4.978761 -0.1 0.1 0.0 0.22
H -0.109255 3.375105 -0.469915 0.0 0.1 0.0 0.00
H 0.327083 4.886684 0.360525 0.1 0.1 0.0 0.32
H 1.519072 3.558727 0.165738 0.1 0.1 0.0 0.26
C -0.493516 -4.487940 7.130277 0.1 -1.3 0.5 -0.72
O -0.611141 -3.215413 6.543793 0.2 0.3 -0.1 -0.21
C -1.434610 -3.128183 5.497668 0.1 0.0 0.1 0.67
O -2.074998 -4.031635 5.038263 -0.3 0.0 -0.3 -0.58
O -1.394125 -1.867162 5.081454 0.4 0.5 0.3 -0.18
C -2.319516 -1.424727 4.119898 -0.9 0.5 -0.7 -0.88
H -1.287038 -4.699692 7.851027 -0.1 0.3 -0.1 0.31
H 0.459185 -4.547405 7.652803 0.0 0.4 0.0 0.18
H -0.512012 -5.312570 6.414671 0.0 0.3 -0.3 0.34
H -2.039520 -1.674857 3.095249 0.0 -0.6 0.2 0.18
H -2.373359 -0.337491 4.102684 0.5 0.0 0.6 0.36
H -3.342883 -1.725474 4.354533 0.2 -0.5 -0.1 0.48
C 4.024911 2.644323 -7.748548 0.8 0.4 0.1 -0.69
O 3.225344 1.674900 -7.096083 -0.7 0.1 -0.4 -0.33
C 3.469926 1.486629 -5.800875 -0.1 0.0 0.2 0.72
O 4.418766 1.909637 -5.203792 0.1 0.0 0.1 -0.53
O 2.443025 0.788979 -5.311065 0.2 -0.8 -0.3 -0.24
C 2.494726 0.392737 -3.940488 0.1 1.6 0.9 -0.34
H 4.978416 2.194716 -8.028499 0.0 0.1 -0.1 0.29
H 4.237251 3.505439 -7.109507 0.0 -0.2 0.2 0.30
H 3.505038 3.025578 -8.622156 -0.2 -0.4 -0.1 0.26
H 1.635239 0.891850 -3.496626 -0.2 -0.6 0.1 -0.07
H 3.337943 0.885798 -3.452626 0.2 -0.2 -0.2 0.25
H 2.516093 -0.673623 -3.738989 -0.1 -0.1 -0.7 0.33
C -4.186589 -1.534550 1.135715 0.5 -0.6 -0.9 -0.37
O -4.226778 -0.245919 0.533635 0.0 0.4 0.4 -0.19
C -4.605158 -0.162241 -0.732923 -0.1 0.0 0.0 0.81
O -4.944633 -1.073414 -1.442292 0.0 -0.4 -0.1 -0.57
O -4.580249 1.116606 -1.083975 0.3 0.3 0.2 -0.23
C -5.041864 1.407174 -2.399768 -0.6 0.4 0.0 -0.65
H -3.274621 -2.047692 0.811698 0.1 0.1 0.2 -0.02
H -4.998276 -2.169009 0.781874 -0.3 0.3 0.3 0.43
H -4.164926 -1.399746 2.206358 -0.2 0.1 0.1 0.09
H -6.035787 0.978465 -2.529387 0.2 -0.3 -0.3 0.34
H -4.329345 1.093864 -3.157790 0.0 -0.2 0.0 0.16
H -5.177070 2.485503 -2.457502 0.3 0.0 0.2 0.24
C 4.361086 1.536234 -0.344898 0.2 -0.5 0.1 -0.41
O 4.505080 2.949450 -0.338624 -0.5 0.4 0.3 -0.38
C 4.662752 3.556719 -1.516552 0.8 -0.6 -0.4 0.91
O 5.052232 3.023573 -2.524487 -0.4 0.2 0.0 -0.54
O 4.405564 4.842572 -1.370552 -0.4 0.4 0.5 -0.33
C 4.522720 5.650692 -2.537918 0.1 0.1 -0.1 -0.46
H 3.364085 1.286901 0.009136 -0.2 0.1 -0.1 -0.01
H 5.074236 1.101355 0.354594 0.1 0.1 0.0 0.33
H 4.532982 1.122935 -1.334603 0.0 0.1 -0.1 0.26
H 3.872625 5.283284 -3.329507 0.1 -0.1 -0.1 0.06
H 5.564625 5.681851 -2.851314 -0.1 -0.1 -0.2 0.33
H 4.195462 6.646000 -2.253039 0.0 0.0 0.1 0.22
Cl -1.276311 -0.648262 -3.479226 -0.3 0.1 0.0 0.03
C -1.861523 -0.955215 -5.115282 0.9 0.3 -0.5 -0.55
Cl -1.043402 0.123094 -6.280156 -0.1 0.0 0.1 -0.15
H -1.539215 -1.956953 -5.364766 -0.4 -0.2 0.0 0.31
H -2.917730 -0.749165 -5.204702 -0.1 -0.3 0.2 0.35
Cl -1.659362 1.739564 2.788497 0.0 0.2 -0.3 -0.02
C -2.507640 2.923903 1.763807 0.2 -0.1 0.3 0.07
Cl -4.148287 3.161352 2.355159 -0.1 0.2 -0.1 -0.18
H -1.943909 3.846329 1.829058 -0.2 0.1 0.1 0.33
H -2.527314 2.557626 0.746143 -0.1 -0.2 0.0 -0.20
Cl 1.594855 -5.452383 1.946250 0.1 0.1 0.1 -0.18
C 0.443581 -4.122010 1.718883 0.4 -0.2 -0.3 0.39
Cl -1.185570 -4.766825 1.492704 -0.1 0.3 0.1 -0.15
H 0.517144 -3.443053 2.560663 -0.3 -0.1 0.2 -0.01
H 0.742310 -3.603440 0.816516 -0.1 0.0 -0.1 -0.09
```
Positions in Å, forces in eV/Å.

=====

# 2
This record from the OMol25 dataset describes a molecular structure, C27H48GdOP at a distorted geometry. The level of theory is ωB97M-V/def2-TZVPD.

Results
Molar mass   576.904 g/mol
Spin multiplicity   8
E   -60929.4754 eV
Net charge   +2

```
78
Properties=species:S:1:pos:R:3:forces:R:3:mulliken_spin:R:1
C -0.820587 -0.891431 2.877575 0.0 -0.2 0.1 0.00
C -2.111538 -0.713653 3.689341 0.2 -0.2 -0.2 0.00
C -3.205037 -1.684669 3.267375 -0.2 0.2 -0.1 0.00
C -3.609114 -1.606871 1.791484 0.2 -0.1 0.2 0.00
C -3.930580 -0.217515 1.275101 0.0 0.2 -0.2 0.00
C -4.181498 -0.192702 -0.227346 -0.3 0.2 0.2 0.00
C -4.545039 1.189910 -0.774731 0.2 -0.2 0.0 0.00
C -3.370252 2.133425 -1.101175 -0.2 0.0 -0.1 0.00
C -3.444723 3.515272 -0.448748 0.0 -0.2 0.1 0.00
C -2.854028 3.621754 0.965225 -0.1 0.3 0.1 0.00
C -1.865037 4.797446 1.147250 -0.2 -0.3 0.0 0.00
C -0.599406 4.422583 1.899809 0.0 -0.1 0.1 0.00
C 0.233108 3.363319 1.159844 -0.1 0.3 -0.1 0.00
C 1.732628 3.652580 1.163377 0.1 -0.3 0.3 0.00
C 2.632535 2.418761 0.920670 -0.1 0.2 0.1 0.00
C 1.989862 1.305904 0.084358 0.6 0.0 -0.2 0.00
C 2.975178 0.554746 -0.834454 -0.5 0.1 0.2 0.01
C 3.536625 -0.653942 -0.096878 0.9 0.3 0.5 -0.23
C 4.639091 -1.444730 -0.760255 -1.3 -0.8 -0.2 0.72
C 4.306977 -2.989067 -0.713662 -0.2 0.2 0.2 -0.54
C 3.214813 -3.416919 -1.623792 0.1 0.0 0.0 0.29
C 1.929451 -3.593831 -1.099585 0.6 0.3 0.4 0.00
C 0.909146 -3.984161 -1.908648 -0.5 -0.3 -0.8 0.00
C 1.123447 -4.213501 -3.274259 0.0 -0.1 0.0 0.06
C 0.003111 -4.623993 -4.174950 0.1 0.4 0.2 0.00
C 2.420698 -4.054275 -3.783431 -0.7 -0.2 -0.3 0.00
C 3.447808 -3.664406 -2.984087 0.6 0.3 0.5 0.01
P 5.209906 -0.991233 -2.428181 0.7 -0.2 0.2 0.02
O 6.229977 -1.989119 -2.824613 0.3 -0.2 0.1 -0.02
H -0.867169 -1.794268 2.267033 0.0 -0.1 0.0 0.00
H -0.647173 -0.062332 2.201900 0.1 0.2 -0.2 0.00
H 0.045166 -0.986655 3.531814 0.1 0.1 0.0 0.00
H -1.884867 -0.874173 4.738720 -0.1 0.1 0.2 0.00
H -2.472838 0.303941 3.579933 0.0 0.2 0.1 0.00
H -2.872707 -2.696774 3.497765 -0.1 -0.2 0.0 0.00
H -4.093245 -1.493698 3.867467 -0.1 0.0 0.2 0.00
H -2.818606 -2.043225 1.175478 0.1 0.0 -0.1 0.00
H -4.484747 -2.241860 1.666764 -0.1 -0.1 -0.2 0.00
H -4.826634 0.162976 1.766380 -0.1 0.1 0.2 0.00
H -3.131445 0.489717 1.499586 0.2 0.0 0.1 0.00
H -3.308221 -0.585330 -0.751728 0.1 -0.1 -0.1 0.00
H -5.022126 -0.854347 -0.435439 0.0 -0.2 -0.1 0.00
H -5.115825 1.031375 -1.686007 -0.1 0.1 -0.1 0.00
H -5.229667 1.666123 -0.073946 -0.1 0.1 0.1 0.00
H -3.373854 2.292946 -2.177841 0.1 -0.1 -0.2 0.00
H -2.418191 1.644404 -0.879875 0.1 0.0 0.2 0.00
H -4.494699 3.799387 -0.422522 -0.1 0.2 -0.1 0.00
H -2.955746 4.236853 -1.099193 0.1 0.1 -0.1 0.00
H -2.381335 2.684143 1.253105 0.2 -0.2 -0.1 0.00
H -3.665762 3.770379 1.673721 -0.1 -0.1 0.2 0.00
H -1.586126 5.181004 0.166602 0.1 0.1 -0.1 0.00
H -2.380618 5.601969 1.664374 0.0 0.2 0.0 0.00
H -0.872570 4.046444 2.885943 0.0 0.0 0.2 0.00
H 0.007023 5.310198 2.072204 0.0 0.2 0.0 0.00
H 0.029640 2.382258 1.580490 0.0 -0.2 0.1 0.00
H -0.124050 3.343689 0.129210 0.0 -0.2 -0.1 0.00
H 1.964873 4.428078 0.438271 -0.1 0.1 -0.2 0.00
H 1.994048 4.068018 2.134527 0.1 0.1 0.1 0.00
H 3.563758 2.748368 0.459659 0.1 0.1 -0.1 0.00
H 2.912963 2.020159 1.895662 0.0 -0.1 0.1 0.00
H 1.189721 1.689810 -0.535235 -0.2 0.1 0.0 0.00
H 1.578485 0.571543 0.768363 -0.5 -0.1 0.0 0.00
H 2.431587 0.221574 -1.716928 0.1 -0.1 -0.2 0.00
H 3.766549 1.241383 -1.123899 0.1 0.0 -0.2 0.00
H 3.943941 -0.261788 0.848959 -0.1 0.0 0.2 0.04
H 2.727171 -1.324827 0.185754 -0.1 0.0 0.1 0.04
H 3.958592 -3.175273 0.326952 -0.3 -0.3 0.1 0.01
H 5.222729 -3.608437 -0.857667 -0.3 -0.4 -1.0 -0.26
H 1.726829 -3.437176 -0.048833 0.1 0.0 0.1 0.01
H -0.078889 -4.128805 -1.502008 -0.1 0.0 0.1 0.00
H 0.187923 -5.606033 -4.598247 0.0 -0.2 -0.1 0.01
H -0.071693 -3.915594 -4.996686 0.0 0.0 -0.2 0.01
H -0.944525 -4.613310 -3.649937 -0.1 -0.2 0.1 0.00
H 2.611977 -4.242227 -4.827924 0.0 -0.1 -0.2 0.00
H 4.438810 -3.552272 -3.399195 0.2 0.0 0.0 0.00
H 4.045513 -0.962940 -3.201288 -0.1 0.2 0.0 0.02
H 5.617365 0.339382 -2.318045 0.0 0.1 0.0 0.00
Gd 6.161142 -2.864459 0.843197 0.9 1.0 0.2 6.79
```
Positions in Å, forces in eV/Å.

=====

ΔE to the lowest compared entry with this formula, charge and spin values (in kcal/mol) by entry order: 0.0 0.0.